(1)
DFT (wB97M-V/def2-TZVPD) results for a structure of composition C25H19NO4SbSn in a non-equilibrium geometry.

Each line ends with the Mulliken charge.
Geometry (Å):
1 Sn 15.449 11.045 10.942  0.96
2 O 14.969 14.558 14.343  -0.42
3 C 14.629 13.716 13.355  0.27
4 O 13.985 12.690 13.501  -0.54
5 C 15.289 14.186 12.059  0.48
6 C 15.693 15.528 11.985  -0.60
7 C 16.542 15.926 10.919  -0.39
8 C 16.895 15.021 9.938  -0.73
9 C 16.435 13.730 10.018  0.54
10 N 15.607 13.292 11.038  0.01
11 C 16.770 12.817 8.850  0.63
12 O 17.261 13.179 7.812  -0.52
13 O 16.474 11.522 9.139  -0.75
14 H 14.517 14.361 15.181  0.39
15 H 15.310 16.222 12.753  0.47
16 H 16.945 16.953 10.753  0.43
17 H 17.411 15.308 9.061  0.58
18 C 7.420 11.849 10.417  -0.50
19 C 8.196 12.752 11.114  -0.40
20 C 9.597 12.912 10.945  -0.31
21 C 10.273 12.023 10.113  -0.23
22 C 9.468 11.214 9.300  0.55
23 C 8.053 11.082 9.431  -0.67
24 Sb 12.477 11.909 10.209  1.31
25 C 12.723 12.513 8.156  0.29
26 C 13.837 12.141 7.434  -0.22
27 C 13.975 12.472 6.081  -0.86
28 C 13.001 13.240 5.454  -0.58
29 C 11.936 13.702 6.196  -0.55
30 C 11.756 13.285 7.514  -0.10
31 C 12.526 9.927 9.571  0.81
32 C 12.539 8.879 10.520  -0.93
33 C 12.559 7.553 10.128  -0.58
34 C 12.565 7.184 8.793  -0.53
35 C 12.475 8.182 7.846  -0.91
36 C 12.376 9.540 8.244  -0.30
37 H 6.345 11.817 10.622  0.45
38 H 7.714 13.424 11.789  0.47
39 H 10.084 13.752 11.462  0.44
40 H 9.936 10.637 8.452  0.29
41 H 7.537 10.597 8.628  0.45
42 H 14.658 11.570 7.938  0.64
43 H 14.881 12.195 5.542  0.52
44 H 13.012 13.374 4.363  0.46
45 H 11.177 14.363 5.855  0.51
46 H 10.846 13.562 8.026  0.49
47 H 12.505 9.072 11.603  0.44
48 H 12.621 6.806 10.938  0.42
49 H 12.510 6.101 8.537  0.40
50 H 12.413 7.921 6.816  0.47
51 H 12.129 10.244 7.473  0.44

Computed properties:
calculated total energy	-1773.17486	a.u.
total charge	+3
HOMO-LUMO gap (alpha / beta)	4.532 / 4.370	eV
molecular weight	637.901	g/mol
LUMO level (alpha / beta)	-13.079 / -13.187	eV
HOMO level (alpha / beta)	-17.611 / -17.557	eV

---

(2)
DFT (wB97M-V/def2-TZVPD) results for a cluster of 7 separate species, C27H55Br2N2O26PS6 in total in a non-equilibrium geometry.

Each line ends with the Mulliken charge.
Geometry (Å):
1 H 5.498 0.994 -3.449  0.32
2 N 5.489 1.623 -2.636  -0.67
3 C 4.774 1.133 -1.711  0.13
4 C 4.731 1.989 -0.387  -1.05
5 C 4.052 -0.240 -1.876  -1.06
6 P 2.479 -0.219 -2.905  0.73
7 Br 3.559 -1.745 -4.357  -0.44
8 C 2.370 0.941 -4.406  -1.10
9 C 2.809 2.413 -4.156  -0.02
10 C 1.783 3.481 -4.706  0.27
11 N 1.965 4.848 -4.255  -0.52
12 O 0.921 3.230 -5.478  -0.51
13 C 1.058 -1.456 -2.830  -1.54
14 C 1.075 -2.505 -1.685  0.57
15 C 2.355 -3.388 -1.547  -1.24
16 Br -0.410 -3.792 -2.113  -0.13
17 O 1.688 0.958 -1.975  0.23
18 C 1.512 0.679 -0.587  -1.60
19 C 0.000 0.980 -0.238  1.11
20 C -0.289 0.840 1.297  -1.44
21 C -0.427 2.385 -0.809  0.66
22 C -1.883 2.810 -0.392  -1.19
23 C 0.535 3.553 -0.395  -0.29
24 H 5.800 2.175 -0.124  0.39
25 H 4.327 1.297 0.400  0.27
26 H 4.130 2.915 -0.495  0.19
27 H 4.793 -0.922 -2.358  0.88
28 H 3.923 -0.666 -0.843  0.45
29 H 1.332 0.906 -4.839  0.42
30 H 3.019 0.527 -5.211  0.62
31 H 3.744 2.601 -4.752  0.41
32 H 3.042 2.718 -3.116  -0.28
33 H 2.678 5.282 -4.848  0.28
34 H 2.339 4.861 -3.301  0.27
35 H 1.090 -2.019 -3.796  0.92
36 H 0.080 -0.910 -2.845  0.46
37 H 0.809 -2.133 -0.672  0.12
38 H 2.355 -3.909 -0.553  0.36
39 H 3.322 -2.844 -1.631  0.27
40 H 2.372 -4.189 -2.330  0.37
41 H 2.089 1.453 -0.007  0.15
42 H 1.850 -0.312 -0.211  0.56
43 H -0.660 0.225 -0.753  0.20
44 H -0.091 1.773 1.868  -0.06
45 H 0.233 -0.043 1.744  0.44
46 H -1.386 0.621 1.390  0.43
47 H -0.434 2.324 -1.931  0.07
48 H -2.679 2.094 -0.704  0.36
49 H -2.090 3.774 -0.934  0.18
50 H -1.967 3.077 0.695  0.16
51 H 1.491 3.436 -0.978  -0.25
52 H 0.783 3.580 0.695  0.12
53 H 0.137 4.559 -0.660  0.04
54 O -1.334 6.471 -0.184  -0.39
55 S -1.368 7.593 -1.053  1.00
56 O -0.349 8.580 -1.075  -0.53
57 O -2.796 8.328 -0.868  -0.29
58 C -3.483 8.372 -2.120  -0.39
59 C -2.991 7.158 -2.886  -0.34
60 O -1.604 7.060 -2.564  -0.30
61 H -3.207 9.300 -2.628  0.28
62 H -4.560 8.352 -1.963  0.31
63 H -3.129 7.260 -3.961  0.34
64 H -3.484 6.245 -2.542  0.25
65 O 0.227 7.923 1.729  -0.50
66 S 0.148 9.332 1.600  1.21
67 O -0.333 9.968 0.429  -0.52
68 O 1.593 9.954 1.976  -0.32
69 C 1.457 10.869 3.065  -0.34
70 C 0.263 10.369 3.857  -0.35
71 O -0.667 9.915 2.873  -0.34
72 H 1.270 11.864 2.653  0.29
73 H 2.368 10.889 3.660  0.31
74 H -0.182 11.146 4.475  0.30
75 H 0.535 9.516 4.485  0.29
76 O -3.269 -9.108 -0.636  -0.58
77 S -2.011 -9.293 -1.278  1.13
78 O -1.442 -10.576 -1.487  -0.55
79 O -0.929 -8.354 -0.542  0.08
80 C -0.355 -7.452 -1.495  -0.23
81 C -1.429 -7.241 -2.546  -0.27
82 O -2.048 -8.519 -2.697  -0.37
83 H 0.529 -7.929 -1.926  0.31
84 H -0.065 -6.522 -1.010  0.26
85 H -1.022 -6.895 -3.494  0.38
86 H -2.189 -6.535 -2.198  0.14
87 O -0.227 3.339 5.530  -0.58
88 S -0.929 2.330 4.822  1.07
89 O -1.507 2.547 3.542  -0.42
90 O -2.061 1.722 5.799  -0.33
91 C -1.857 0.315 5.957  -0.28
92 C -0.365 0.110 5.780  -0.37
93 O 0.009 1.018 4.742  -0.27
94 H -2.423 -0.202 5.178  0.25
95 H -2.205 -0.012 6.935  0.31
96 H -0.115 -0.913 5.504  0.33
97 H 0.183 0.386 6.685  0.28
98 O -1.228 -4.036 1.289  -0.52
99 S -2.540 -3.492 1.309  1.14
100 O -2.798 -2.120 1.562  -0.50
101 O -3.437 -4.382 2.315  -0.37
102 C -4.559 -4.923 1.613  -0.43
103 C -4.097 -5.063 0.177  -0.09
104 O -3.285 -3.908 -0.060  -0.25
105 H -5.387 -4.214 1.695  0.30
106 H -4.856 -5.876 2.045  0.33
107 H -4.926 -5.100 -0.526  0.36
108 H -3.470 -5.950 0.047  0.04
109 O -0.290 -9.388 0.919  -0.51
110 S 0.417 -10.043 1.981  0.94
111 O 1.787 -9.796 2.252  -0.59
112 O 0.195 -11.636 1.828  -0.32
113 C -0.406 -12.158 3.014  -0.38
114 C -1.216 -11.010 3.586  -0.31
115 O -0.419 -9.847 3.351  -0.35
116 H 0.393 -12.457 3.698  0.30
117 H -1.023 -13.022 2.779  0.32
118 H -1.416 -11.131 4.649  0.32
119 H -2.161 -10.888 3.050  0.27

Computed properties:
calculated total energy	-11005.79928	a.u.
HOMO-LUMO gap	9.644	eV
molecular weight	1206.909	g/mol
SMILES	[H]/N=C(/C)CP(Br)(CCC(N)=O)(C[C@H](C)Br)OC[C@@H](C)C(C)C.O=S1(=O)OCCO1.O=S1(=O)OCCO1.O=S1(=O)OCCO1.O=S1(=O)OCCO1.O=S1(=O)OCCO1.O=S1(=O)OCCO1
LUMO level	0.300	eV
HOMO level	-9.344	eV

---

(3)
DFT (wB97M-V/def2-TZVPD) results for an isolated molecule of C4H9NO in a non-equilibrium geometry.

Each line ends with the Mulliken charge.
Geometry (Å):
1 C 2.157 0.546 -0.149  -0.59
2 O 0.782 0.615 0.071  -0.27
3 C 0.354 -0.674 0.386  -0.57
4 C -1.174 -0.702 0.349  -0.02
5 C -2.028 0.525 0.230  -0.39
6 N -1.854 -0.381 -0.902  -0.62
7 H 2.449 1.519 -0.570  0.21
8 H 2.300 -0.415 -0.758  0.27
9 H 2.704 0.394 0.796  0.26
10 H 0.735 -0.986 1.376  0.34
11 H 0.968 -1.347 -0.358  0.29
12 H -1.612 -1.534 0.900  0.36
13 H -1.563 1.509 0.200  0.17
14 H -3.042 0.525 0.640  0.25
15 H -1.164 0.021 -1.535  0.30

Computed properties:
calculated total energy	-287.72130	a.u.
HOMO-LUMO gap	10.369	eV
molecular weight	87.122	g/mol
SMILES	COC[C@H]1CN1
LUMO level	1.022	eV
HOMO level	-9.347	eV

---

(4)
DFT (wB97M-V/def2-TZVPD) results for an isolated molecule of CH6NOP in a non-equilibrium geometry.

Each line ends with the Mulliken charge.
Geometry (Å):
1 C -0.913 -0.955 -0.068  -0.89
2 P 0.618 0.083 -0.488  0.59
3 N 0.824 1.335 0.555  -0.53
4 O 1.816 -0.741 -0.604  -0.61
5 H -0.574 -1.946 0.084  0.31
6 H -1.465 -0.603 0.863  0.29
7 H -1.620 -1.108 -0.987  0.29
8 H 0.038 1.002 -1.528  0.06
9 H 0.066 1.892 0.773  0.25
10 H 1.211 1.041 1.400  0.24

Computed properties:
calculated total energy	-513.06462	a.u.
HOMO-LUMO gap	11.219	eV
molecular weight	79.039	g/mol
SMILES	C[P@@H](N)=O
LUMO level	0.900	eV
HOMO level	-10.319	eV

---

(5)
DFT (wB97M-V/def2-TZVPD) results for an isolated molecule of C4H8N2O in a non-equilibrium geometry.

Each line ends with the Mulliken charge.
Geometry (Å):
1 C -1.552 0.150 0.161  0.33
2 C -0.125 -0.442 0.036  -0.88
3 C 0.758 0.857 0.235  0.42
4 C 2.267 0.563 -0.300  -1.06
5 N 0.085 1.970 -0.541  -0.52
6 N -2.807 -0.433 -0.005  -0.37
7 O -1.366 1.418 -0.374  -0.28
8 H 0.250 -1.039 0.830  0.38
9 H -0.197 -0.865 -0.914  0.41
10 H 0.686 1.052 1.411  0.22
11 H 3.050 0.400 0.457  0.29
12 H 2.604 1.515 -0.832  0.30
13 H 2.115 -0.305 -0.967  0.30
14 H -3.108 -1.434 0.240  0.23
15 H -3.451 0.225 -0.267  0.23

Computed properties:
calculated total energy	-341.77202	a.u.
HOMO-LUMO gap (alpha / beta)	7.127 / 7.128	eV
molecular weight	100.121	g/mol
LUMO level (alpha / beta)	0.201 / 0.202	eV
HOMO level (alpha / beta)	-6.925 / -6.926	eV

---

(6)
DFT (wB97M-V/def2-TZVPD) results for an isolated molecule of C4H6N2 in a non-equilibrium geometry.

Each line ends with the Mulliken charge.
Geometry (Å):
1 N 0.214 1.672 -0.779  -0.16
2 C -0.629 1.179 -1.596  -0.29
3 C -1.253 -0.026 -0.867  -0.25
4 N -0.513 -0.336 0.359  -0.32
5 C 0.368 0.669 0.743  -0.14
6 C 0.920 -0.622 0.267  -0.38
7 H -2.282 0.257 -0.604  0.25
8 H -1.304 -0.922 -1.495  0.28
9 H 0.390 1.038 1.790  0.32
10 H 0.939 2.319 -0.572  0.20
11 H 1.421 -0.571 -0.700  0.24
12 H 1.242 -1.450 0.901  0.26

Computed properties:
calculated total energy	-265.36505	a.u.
HOMO-LUMO gap	9.486	eV
molecular weight	82.106	g/mol
LUMO level	1.072	eV
HOMO level	-8.413	eV

---

> Which of these has the highest calculated total energy?

C4H6N2

---

> The lowest molecular weight belongs to which entry?

CH6NOP

---

What did the first record say?
DFT (wB97M-V/def2-TZVPD) results for a structure of composition C25H19NO4SbSn in a non-equilibrium geometry.

Each line ends with the Mulliken charge.
Geometry (Å):
1 Sn 15.449 11.045 10.942  0.96
2 O 14.969 14.558 14.343  -0.42
3 C 14.629 13.716 13.355  0.27
4 O 13.985 12.690 13.501  -0.54
5 C 15.289 14.186 12.059  0.48
6 C 15.693 15.528 11.985  -0.60
7 C 16.542 15.926 10.919  -0.39
8 C 16.895 15.021 9.938  -0.73
9 C 16.435 13.730 10.018  0.54
10 N 15.607 13.292 11.038  0.01
11 C 16.770 12.817 8.850  0.63
12 O 17.261 13.179 7.812  -0.52
13 O 16.474 11.522 9.139  -0.75
14 H 14.517 14.361 15.181  0.39
15 H 15.310 16.222 12.753  0.47
16 H 16.945 16.953 10.753  0.43
17 H 17.411 15.308 9.061  0.58
18 C 7.420 11.849 10.417  -0.50
19 C 8.196 12.752 11.114  -0.40
20 C 9.597 12.912 10.945  -0.31
21 C 10.273 12.023 10.113  -0.23
22 C 9.468 11.214 9.300  0.55
23 C 8.053 11.082 9.431  -0.67
24 Sb 12.477 11.909 10.209  1.31
25 C 12.723 12.513 8.156  0.29
26 C 13.837 12.141 7.434  -0.22
27 C 13.975 12.472 6.081  -0.86
28 C 13.001 13.240 5.454  -0.58
29 C 11.936 13.702 6.196  -0.55
30 C 11.756 13.285 7.514  -0.10
31 C 12.526 9.927 9.571  0.81
32 C 12.539 8.879 10.520  -0.93
33 C 12.559 7.553 10.128  -0.58
34 C 12.565 7.184 8.793  -0.53
35 C 12.475 8.182 7.846  -0.91
36 C 12.376 9.540 8.244  -0.30
37 H 6.345 11.817 10.622  0.45
38 H 7.714 13.424 11.789  0.47
39 H 10.084 13.752 11.462  0.44
40 H 9.936 10.637 8.452  0.29
41 H 7.537 10.597 8.628  0.45
42 H 14.658 11.570 7.938  0.64
43 H 14.881 12.195 5.542  0.52
44 H 13.012 13.374 4.363  0.46
45 H 11.177 14.363 5.855  0.51
46 H 10.846 13.562 8.026  0.49
47 H 12.505 9.072 11.603  0.44
48 H 12.621 6.806 10.938  0.42
49 H 12.510 6.101 8.537  0.40
50 H 12.413 7.921 6.816  0.47
51 H 12.129 10.244 7.473  0.44

Computed properties:
calculated total energy	-1773.17486	a.u.
total charge	+3
HOMO-LUMO gap (alpha / beta)	4.532 / 4.370	eV
molecular weight	637.901	g/mol
LUMO level (alpha / beta)	-13.079 / -13.187	eV
HOMO level (alpha / beta)	-17.611 / -17.557	eV